{
  "formula": "C22H43F3I2N2O3Si2",
  "method": "ωB97M-V with the def2-TZVPD basis set",
  "e_homo_ev": [-7.6, -9.1],
  "multiplicity": 3,
  "species": ["H", "C", "N", "H", "H", "C", "H", "C", "C", "C", "N", "C", "C", "C", "H", "H", "H", "O", "C", "F", "H", "H", "C", "H", "C", "H", "I", "H", "C", "H", "H", "H", "H", "H", "C", "H", "C", "F", "O", "H", "C", "F", "H", "H", "H", "H", "C", "H", "H", "C", "C", "H", "H", "H", "H", "H", "H", "H", "I", "H", "Si", "C", "H", "H", "O", "H", "C", "C", "H", "H", "H", "C", "H", "H", "Si", "H", "H"],
  "positions_angstrom": [[-0.9170, -1.0103, 2.2746], [1.1163, -1.3321, 1.5863], [-4.5246, -1.0910, -1.7724], [-5.9875, -1.9369, 1.1692], [-5.1357, 0.3946, 1.1334], [-0.0845, -0.4376, 1.8632], [-2.8116, 0.2714, -3.3499], [2.3030, -0.4841, 1.1020], [2.6894, -4.0813, 2.1544], [0.6979, -2.3629, 0.5371], [1.5309, -1.9725, 2.8818], [3.9312, -1.8875, 2.4069], [3.6134, -1.2624, 1.0526], [2.8002, -2.7779, 2.9451], [1.8494, 4.2231, 0.3159], [7.4484, 3.3419, -2.9821], [-0.3984, 0.0001, 0.9150], [1.2564, -1.3065, 3.9282], [-4.4300, -0.4323, 1.0121], [1.0070, 1.4380, -2.2318], [3.9490, -3.7502, 4.4621], [0.1520, 0.3647, 2.5564], [-6.1453, -2.8949, -1.4474], [3.1935, -2.2408, 5.0151], [-2.5264, 0.2215, -2.2988], [-4.4523, -2.5265, 0.5347], [5.9647, 5.1760, 0.2301], [-1.8725, -0.6358, -2.1671], [3.0522, -3.1294, 4.4079], [-5.0786, 1.4141, -2.5358], [-5.3635, -3.6443, -1.3737], [-7.0784, -0.3137, -2.0280], [4.1137, -1.0929, 3.1366], [-6.7030, 0.3463, -0.4322], [6.1351, 4.5162, -1.7661], [1.5278, -2.9003, 0.0892], [5.1712, 4.8057, -2.6236], [-0.2815, 3.1931, -2.2084], [-3.8409, -2.0255, -2.2953], [0.1826, -1.8349, -0.2670], [-5.6787, -1.5422, -0.9191], [0.0193, 2.0282, -0.3867], [2.4136, 0.3613, 1.7890], [2.7712, -3.9501, 1.0798], [-3.8775, 2.2636, -1.5568], [2.2129, -3.6910, 4.8188], [-5.1482, -1.6822, 0.5153], [0.0048, -3.0881, 0.9656], [-2.8268, 0.8922, 0.3961], [0.6484, 2.5207, -1.4925], [-3.7490, 0.1394, -1.3912], [-4.0166, -0.6252, 2.0043], [2.0518, -0.0773, 0.1176], [7.4419, 2.9099, -1.2572], [3.5745, -2.0295, 0.2745], [4.8414, -2.4918, 2.3501], [-2.5290, -0.8147, 0.0905], [-7.0083, -3.2142, -0.8595], [5.2483, 4.0038, -4.5728], [3.5047, -4.7361, 2.4645], [2.1680, 3.5929, -0.9755], [-6.8558, -0.5711, -0.9917], [4.4238, -0.5866, 0.7709], [8.2523, 4.3781, -1.7840], [2.3657, 4.6929, -2.1676], [-1.9796, 1.1299, -2.0425], [-3.2994, -0.0386, 0.0683], [7.3901, 3.7333, -1.9677], [-7.7299, -1.0682, -0.5688], [-6.4441, -2.8171, -2.4931], [-5.3006, 1.5842, -0.7899], [-4.5664, 1.4182, -1.5728], [3.6575, 6.6880, -1.2659], [3.3108, 2.6672, -0.8649], [3.5920, 5.7719, -2.4191], [1.7467, -4.5846, 2.3719], [3.3165, 6.4910, -3.6683]],
  "mulliken_spin": [-0.01, -0.02, 0.43, 0.00, 0.00, 0.00, -0.01, 0.03, 0.03, 0.04, 0.43, 0.03, -0.01, -0.01, 0.00, 0.00, 0.00, 0.51, -0.01, 0.00, 0.00, 0.01, 0.00, 0.00, -0.01, 0.00, 0.00, 0.01, 0.00, -0.02, 0.00, -0.01, 0.00, 0.00, 0.00, 0.00, 0.00, 0.00, 0.51, 0.00, -0.01, 0.00, 0.00, 0.00, 0.00, 0.00, 0.03, -0.02, 0.00, 0.00, -0.02, 0.00, 0.00, 0.00, 0.00, 0.00, -0.01, 0.00, 0.00, 0.00, 0.00, 0.02, 0.00, 0.00, 0.00, 0.00, 0.04, 0.00, 0.00, 0.00, 0.00, 0.04, 0.00, 0.00, 0.00, -0.01, 0.00]
}


{
  "formula": "C22H43N2OP3V",
  "method": "ωB97M-V with the def2-TZVPD basis set",
  "charge": 3,
  "e_homo_ev": [-15.0, -14.8],
  "multiplicity": 3,
  "de_lowest_kj_mol": 80.7,
  "species": ["H", "C", "C", "H", "C", "P", "H", "C", "H", "H", "C", "H", "H", "C", "H", "C", "H", "H", "H", "C", "H", "H", "O", "H", "H", "H", "C", "H", "P", "C", "H", "C", "H", "C", "H", "H", "N", "H", "H", "H", "H", "C", "H", "C", "H", "H", "C", "H", "H", "C", "H", "C", "H", "C", "H", "P", "H", "C", "H", "C", "H", "H", "H", "H", "H", "V", "H", "N", "C", "C", "H", "H"],
  "positions_angstrom": [[-0.3549, 1.9824, -7.4432], [-0.9146, 0.6896, -2.1162], [0.2786, 0.0353, -2.5761], [0.0489, -4.2205, -1.0445], [2.6506, -0.1946, 3.6701], [1.8484, -1.3211, 2.4595], [2.4604, -3.5220, 3.3439], [1.5848, 2.7368, 1.7209], [1.7785, 1.9486, 2.4701], [-3.3219, 0.6379, 4.8908], [3.2328, -1.8464, 1.3819], [-2.3136, 3.0498, -6.3549], [-2.5930, -1.4220, -0.7537], [0.3053, -0.5318, -3.8445], [-1.7828, -2.7589, 2.5141], [-1.4390, -3.4049, 1.6869], [1.2349, -0.9698, -4.2135], [1.2150, -2.8761, -1.0783], [-3.2763, 1.4612, -6.5407], [-3.1917, 2.4009, 3.5995], [0.8674, 1.0950, -0.1866], [0.5385, 3.0717, 1.8159], [-1.0577, 1.1329, -0.9075], [2.8947, -2.6448, 0.7154], [2.2579, 4.2162, -1.0386], [-3.8821, 3.0280, 4.1726], [3.5101, 1.4542, -0.1959], [1.1826, -3.9891, 0.3142], [-0.6750, -2.3821, 0.3657], [1.6316, -2.8214, 3.5121], [-2.7744, 3.8844, 2.0488], [0.5638, -3.4739, -0.4281], [3.9323, 1.0766, 0.7476], [-2.0024, -2.3377, -0.8748], [-0.7313, -4.1564, 2.0681], [-2.3078, -3.9235, 1.2536], [-1.5439, -0.8814, 3.7443], [1.1460, -0.0281, -1.9052], [-1.3133, 0.4026, -7.6310], [4.1483, 2.2693, -0.5789], [-1.9328, -1.1304, 4.6495], [-2.8736, 1.1133, 4.0151], [3.2081, -0.7814, 4.4123], [-2.0422, 0.8026, -2.9914], [-1.5813, -2.3415, -1.8884], [3.5866, -1.0118, 0.7679], [-1.7666, 2.0448, 1.6931], [-2.6586, -3.2078, -0.7446], [4.0536, -2.2212, 2.0016], [-2.6064, 2.8730, 2.4186], [-2.8838, 1.3820, -2.6187], [1.5704, 3.3763, -1.1882], [-0.5481, -1.1304, 3.6847], [-2.3308, 1.9962, -6.6539], [0.5379, 3.7321, -1.1144], [1.8646, 2.1257, 0.0605], [0.6956, -3.3387, 3.2836], [-1.2709, 1.4206, -7.2363], [2.2707, 3.5852, 1.8596], [-0.8610, -0.5452, -4.6156], [-1.4092, 2.3434, 0.7114], [-2.9142, 0.0636, -4.8053], [3.3418, 0.4983, 3.1772], [1.6301, -2.5376, 4.5712], [1.8938, 0.3929, 4.2058], [0.1152, -0.2622, 1.0218], [-0.8420, -1.0078, -5.6033], [-1.3582, 0.8246, 2.1473], [-2.0294, 0.0819, -4.1702], [-1.9052, 0.3848, 3.2990], [3.4790, 0.6428, -0.9437], [1.7311, 2.9651, -2.1901]],
  "mulliken_spin": [0.00, 0.00, 0.05, 0.00, -0.01, -0.03, 0.00, 0.01, 0.00, 0.00, 0.02, 0.00, 0.00, -0.01, 0.00, 0.01, 0.00, 0.00, 0.00, 0.01, 0.04, 0.00, -0.01, 0.00, 0.00, 0.00, 0.01, 0.00, -0.04, 0.00, 0.00, 0.00, 0.00, 0.01, 0.00, 0.00, 0.00, 0.01, 0.00, 0.00, 0.00, 0.00, 0.00, 0.02, 0.00, -0.01, 0.06, 0.00, 0.00, 0.00, 0.00, 0.00, 0.00, 0.00, 0.00, -0.02, 0.00, 0.00, 0.00, 0.04, -0.01, 0.00, 0.00, 0.00, 0.00, 1.93, 0.00, -0.08, -0.01, 0.05, 0.00, 0.00]
}


{
  "formula": "C22H44Br22",
  "method": "ωB97M-V with the def2-TZVPD basis set",
  "charge": -1,
  "e_homo_ev": [-0.5, -7.1],
  "multiplicity": 2,
  "de_lowest_kj_mol": 6.1,
  "species": ["H", "H", "Br", "H", "H", "C", "Br", "H", "H", "C", "C", "H", "H", "H", "H", "Br", "Br", "H", "Br", "C", "Br", "H", "C", "Br", "C", "C", "H", "H", "Br", "Br", "H", "C", "C", "H", "Br", "H", "Br", "H", "Br", "C", "Br", "H", "H", "H", "C", "H", "H", "H", "C", "Br", "H", "Br", "C", "H", "H", "Br", "C", "C", "H", "H", "H", "Br", "Br", "C", "C", "C", "H", "H", "H", "C", "C", "H", "H", "H", "H", "Br", "C", "H", "H", "H", "C", "Br", "H", "H", "H", "Br", "Br", "H"],
  "positions_angstrom": [[-2.8691, -5.1673, -1.9681], [-3.3303, 2.5667, -0.6247], [-0.1608, -3.9274, -1.4421], [2.6698, -0.9447, -3.7718], [-1.3057, 1.1268, 5.9771], [-3.4029, 1.1015, 5.4561], [4.9247, -1.7561, -3.5439], [-3.2811, 3.1333, -3.5691], [-1.3390, 2.5360, -4.9841], [-1.8832, -3.1187, -1.9546], [4.3313, 2.9049, -4.9533], [-4.1010, -3.2989, 3.4036], [1.0240, 0.9735, 1.3123], [-3.6649, -1.2830, 2.4010], [-3.8117, 1.9058, 6.0677], [-5.9967, -1.7236, 1.7200], [1.3997, 4.8383, 4.0035], [-0.1093, 1.2769, -0.0769], [-2.4159, 5.4226, -4.1140], [-5.0042, 1.3280, -1.0150], [1.9958, 0.1963, 3.8541], [-2.1621, 3.6645, -2.1768], [1.4291, -1.6669, 5.9838], [0.6646, -2.8374, -4.9213], [2.3270, -1.5306, 4.7273], [-3.8385, -3.3957, 2.3501], [-3.0070, -4.0927, -0.5211], [1.9437, 3.7829, 1.7163], [-1.8936, -3.7111, 2.3019], [-1.0957, -0.3486, 1.5977], [6.7564, -2.1338, -0.8633], [1.1043, -0.5120, -0.2528], [2.5225, -3.0695, -4.3256], [-1.9156, -3.0089, -3.0386], [1.9676, 1.3936, -5.7231], [5.3568, 3.0231, -4.6034], [3.6351, -2.7907, 1.5014], [-0.3380, 3.5512, -3.8695], [-4.5744, 0.8712, -2.8468], [5.9871, -2.7006, -0.3389], [-1.5931, 3.0923, 4.2112], [-3.0088, 0.9407, -0.3129], [3.4958, 1.3719, -3.7319], [-4.2976, -4.2129, 1.7937], [1.0295, 4.1021, 2.2168], [-1.6824, 0.5764, 4.3094], [-5.4875, 0.4544, -0.5776], [1.7258, -2.4450, 6.6870], [2.9904, -1.9258, -3.4214], [-3.6830, -0.5696, 6.5361], [2.7019, -4.0402, -3.8635], [-4.0802, 1.8355, 1.7614], [-1.1686, 2.8505, -3.9545], [-0.7156, 5.3965, 2.1767], [4.8699, -0.8891, 0.3046], [-0.9182, 1.2802, -2.7279], [-3.8085, 1.6753, -0.2188], [-2.3384, 3.5770, -3.2488], [4.4229, 0.7989, -5.1724], [-3.7052, -1.9003, 0.7143], [-3.9681, 0.9672, 4.5338], [-0.9126, 3.9940, 0.1673], [-0.4393, -1.9727, 5.3539], [-1.9042, 1.3098, 5.0847], [0.0208, 5.0240, 1.4645], [5.2635, -1.8355, 0.6754], [0.4540, 5.9093, 0.9989], [-5.7773, 2.0912, -0.9254], [3.3737, -1.5672, 5.0293], [-2.9503, -4.1415, -1.6085], [3.7105, 1.5294, -4.7888], [5.2887, -3.1465, -1.0472], [5.9808, -1.6390, 1.4722], [-2.0876, -2.1179, -1.5742], [0.5585, 3.1324, 2.3777], [-4.6723, -3.3806, -2.2859], [-4.0646, -2.0459, 1.7330], [1.4075, -1.3668, 0.3518], [3.0348, -3.0368, -5.2871], [3.7346, 3.6273, -4.3963], [0.3402, 0.5364, 0.5846], [6.7323, -4.2342, 0.6280], [0.3861, -0.9253, -0.9609], [2.6117, -1.9976, -2.4019], [2.3865, -2.3958, 4.0671], [2.6153, 0.3359, -1.2529], [4.1154, 3.5330, -6.8960], [1.4734, -0.7341, 6.5460]],
  "mulliken_spin": [0.00, 0.00, 0.00, 0.00, 0.00, -0.01, -0.02, 0.00, 0.00, -0.01, 0.06, 0.00, 0.02, 0.01, 0.00, 0.00, 0.01, 0.01, 0.00, 0.00, 0.01, 0.00, 0.00, 0.01, -0.01, -0.01, 0.00, 0.02, 0.00, 0.04, 0.01, 0.25, 0.00, 0.00, 0.07, -0.02, 0.06, 0.01, 0.00, -0.03, 0.01, 0.00, -0.10, 0.00, -0.02, 0.01, 0.00, 0.00, 0.09, 0.00, 0.00, 0.01, -0.01, 0.00, 0.01, 0.02, -0.02, 0.01, -0.02, -0.01, 0.00, 0.04, 0.01, 0.00, -0.03, 0.01, 0.00, 0.00, 0.00, 0.00, 0.11, 0.00, -0.01, 0.00, 0.00, 0.00, 0.02, -0.02, 0.00, 0.00, -0.01, 0.01, 0.01, -0.01, 0.01, 0.37, 0.02, 0.00]
}